# 1
The following is a quantum chemistry calculation of a molecular structure, C41H54AsClIN2O2Si3TeTi, from the Open Molecules 2025 dataset.

CARTESIAN COORDINATES (ANGSTROEM)
1 Ti -0.55306 0.29714 0.11032
2 Cl 2.08435 5.30825 3.98648
3 C 1.31571 3.87698 3.40840
4 C 0.79074 2.97762 4.28779
5 C 0.16021 1.78640 3.83759
6 I -0.55622 0.47019 5.25246
7 C 0.05845 1.54064 2.49162
8 O -0.50522 0.43891 1.95104
9 C 0.61935 2.46323 1.57436
10 N 0.55129 2.12285 0.24872
11 C 1.09317 2.93862 -0.65079
12 C 1.72960 4.13492 -0.30341
13 C 1.80145 4.48532 1.02219
14 C 1.25058 3.64044 2.00445
15 H 0.85391 3.16837 5.35015
16 H 1.03334 2.63781 -1.68744
17 H 2.15069 4.75859 -1.07788
18 H 2.28391 5.40539 1.32340
19 C -5.52133 3.04228 1.54303
20 Si -4.93974 2.74963 -0.20720
21 C -6.18913 1.78720 -1.20565
22 C -4.64455 4.41342 -1.00501
23 As -2.86244 1.43717 -0.20823
24 Si -2.34524 1.56652 -2.57122
25 C -3.67415 1.00261 -3.74521
26 C -0.75096 0.65142 -3.02320
27 C -1.91809 3.38543 -2.74334
28 Si -3.55069 -0.44476 1.24078
29 C -2.35698 -1.90195 1.21082
30 C -3.51315 0.43863 2.88138
31 C -5.24181 -1.14875 0.90790
32 H -6.25787 3.84832 1.47754
33 H -4.72857 3.37870 2.21086
34 H -6.02865 2.18905 1.99135
35 H -7.09599 2.39915 -1.24182
36 H -6.46032 0.82230 -0.77600
37 H -5.86771 1.62470 -2.23509
38 H -5.53857 4.99565 -0.76089
39 H -4.58018 4.37515 -2.09137
40 H -3.78579 4.95577 -0.60944
41 H -4.06499 0.01553 -3.49587
42 H -3.21881 0.93674 -4.73809
43 H -4.50534 1.70407 -3.81428
44 H -0.95173 -0.31613 -3.47983
45 H 0.03249 0.47796 -2.28055
46 H -0.27581 1.28523 -3.77714
47 H -2.76759 4.06491 -2.78590
48 H -1.36758 3.49193 -3.68292
49 H -1.27125 3.73071 -1.93547
50 H -1.29621 -1.83162 0.95333
51 H -2.77266 -2.67483 0.56313
52 H -2.36359 -2.26269 2.24433
53 H -2.65625 1.09161 3.02210
54 H -3.47887 -0.32285 3.66609
55 H -4.41855 1.02221 3.03239
56 H -5.35517 -1.59313 -0.08098
57 H -6.05173 -0.43904 1.07200
58 H -5.36344 -1.95248 1.64280
59 C 7.52569 -4.50914 -0.37110
60 C 6.32272 -3.61905 -0.45309
61 C 6.44239 -2.27526 -0.76666
62 C 5.33768 -1.42904 -0.86624
63 C 5.61512 -0.00599 -1.28502
64 C 4.08748 -1.99368 -0.59762
65 Te 2.53001 -0.58691 -0.42819
66 N 0.56996 -1.28071 -0.59601
67 C 0.61264 -1.85347 -1.85753
68 O 1.67600 -1.85814 -2.47928
69 C -0.60114 -2.50850 -2.41102
70 C -1.89035 -2.16774 -2.01973
71 C -2.98360 -2.78411 -2.60046
72 C -2.78635 -3.76679 -3.56301
73 C -1.50330 -4.11303 -3.95891
74 C -0.40814 -3.47534 -3.39479
75 C 2.49332 -0.70733 1.68081
76 C 1.77380 -1.71731 2.31462
77 C 1.92339 -1.90889 3.67451
78 C 2.78009 -1.08929 4.39678
79 C 3.46373 -0.06848 3.76353
80 C 3.33742 0.14864 2.38910
81 C 4.14447 1.26030 1.77750
82 C 3.90617 -3.35157 -0.32239
83 C 2.58000 -4.02537 -0.13047
84 C 5.04581 -4.13735 -0.25254
85 H 8.44802 -3.93405 -0.42063
86 H 7.52844 -5.22625 -1.19320
87 H 7.52614 -5.07915 0.55809
88 H 7.42496 -1.86291 -0.96584
89 H 6.31898 -0.01580 -2.11629
90 H 6.07482 0.56568 -0.47665
91 H 4.74630 0.54829 -1.63252
92 H -2.06247 -1.39703 -1.27687
93 H -3.98847 -2.50951 -2.30637
94 H -3.63763 -4.26031 -4.01278
95 H -1.35607 -4.87562 -4.71098
96 H 0.59827 -3.71714 -3.70711
97 H 1.09567 -2.34585 1.75642
98 H 1.36713 -2.69266 4.17157
99 H 2.90108 -1.23345 5.46203
100 H 4.11547 0.57928 4.33790
101 H 4.09439 2.14980 2.40595
102 H 3.80863 1.55967 0.78043
103 H 5.19642 0.97879 1.69677
104 H 1.72640 -3.35178 -0.17564
105 H 2.54935 -4.53097 0.83533
106 H 2.43647 -4.77837 -0.90681
107 H 4.92946 -5.19454 -0.04016

Largest force on an atom in eV/A: 0.9
Molecular weight in Da: 1103.9
Charge: +2
Kohn-Sham gap (alpha / beta) in hartree: 0.258 / 0.261
E_HOMO (alpha / beta) in eV: -13.02 / -13.05
Spin multiplicity: 2
Electronic energy in eV: -185963.324

Atomic partial charges in e from the Mulliken method, atoms 1 to 99: -0.960, -0.230, 0.635, -0.449, 0.309, 0.119, -0.138, 0.297, -0.408, 0.998, -0.632, -1.491, -1.206, 0.429, 0.502, 0.752, 0.592, 0.511, -1.114, 0.300, -0.772, -1.228, 0.468, 0.955, -1.436, -0.541, -1.269, 0.984, -0.770, -0.891, -1.279, 0.466, 0.342, 0.339, 0.422, 0.218, 0.151, 0.459, 0.332, 0.368, 0.371, 0.440, 0.456, 0.428, -0.369, 0.724, 0.311, 0.528, 0.214, -0.178, 0.367, 0.629, 0.023, 0.461, 0.313, 0.283, 0.326, 0.446, -1.558, 0.625, -0.906, 0.543, -2.009, 0.727, 0.649, 0.750, 0.261, -0.719, -0.188, 0.397, -1.506, -0.684, -0.860, -0.826, 1.041, -0.196, -1.081, -1.041, -0.490, 1.082, -2.139, 0.979, -1.075, -0.847, 0.379, 0.340, 0.375, 0.433, 0.557, 0.296, 0.327, 0.742, 0.426, 0.475, 0.443, 0.584, 0.300, 0.499, 0.458

=====

# 2
The following is a quantum chemistry calculation of C4H6ClNS in the gas phase at a distorted geometry, from the Open Molecules 2025 dataset.

CARTESIAN COORDINATES (ANGSTROEM)
1 C 0.42273 -1.13812 -0.26888
2 C -0.50337 1.10603 -0.18721
3 C -0.99077 0.40860 1.05099
4 C 0.74156 0.32451 -0.55631
5 N 1.19328 -1.97003 -0.78061
6 S -1.10317 -1.37937 0.64059
7 Cl 2.14610 0.95008 0.42756
8 H -1.31650 0.88908 -0.89884
9 H -0.39944 2.17857 -0.20141
10 H -0.20616 0.43700 1.79122
11 H -2.08659 0.57558 1.21597
12 H 1.12308 0.50662 -1.66707
13 H 0.97924 -2.88854 -0.56599

Largest force on an atom in eV/A: 9.6
Molecular weight in Da: 135.6
Kohn-Sham gap (alpha / beta) in hartree: 0.213 / 0.236
E_HOMO (alpha / beta) in eV: -5.39 / -9.77
Spin multiplicity: 3
Electronic energy in eV: -29087.901
Energy relative to the best compared isomer or geometry (same formula, charge and spin) in kJ/mol: 117.77

The Mulliken scheme yields these atomic charges, measured in e: 0.149, -0.646, -0.636, -0.043, -0.581, 0.026, -0.219, 0.287, 0.353, 0.402, 0.384, 0.271, 0.252

=====

# 3
The following is a quantum chemistry calculation of a molecular structure, C21H16CrN9O2S2 at a distorted geometry, from the Open Molecules 2025 dataset.

CARTESIAN COORDINATES (ANGSTROEM)
1 Cr 0.99362 -0.06537 0.17939
2 C -1.46366 4.87041 -1.09150
3 C -0.18723 4.47719 -1.46873
4 C 0.45264 3.44457 -0.80287
5 C -0.18880 2.82578 0.25668
6 C -1.46026 3.21679 0.65030
7 C -2.09938 4.23844 -0.03119
8 N 0.44468 1.73753 0.95271
9 N 0.44127 1.88632 2.19392
10 C 0.88892 0.76217 2.90865
11 C 0.80105 0.80940 4.24930
12 C 1.25951 -0.32613 5.03032
13 C 1.51409 -1.50389 4.46005
14 C 1.20391 -1.70170 3.00359
15 C 1.35713 -0.41673 2.15691
16 H -1.96532 5.66339 -1.62895
17 H 0.31043 4.96513 -2.29536
18 H 1.44542 3.13151 -1.09524
19 H -1.94694 2.69407 1.46258
20 H -3.09685 4.53538 0.26290
21 H 0.41565 1.69810 4.73062
22 H 1.39545 -0.20775 6.09686
23 H 1.89385 -2.33885 5.03086
24 H 0.17411 -2.05913 2.87325
25 S -1.22563 -0.91056 0.09211
26 C -1.78901 -0.42537 -1.49779
27 C -3.12485 -0.62818 -1.83714
28 C -3.62013 -0.26769 -3.08113
29 C -5.00250 -0.50165 -3.39129
30 N -6.11004 -0.68464 -3.63421
31 C -2.76119 0.31839 -4.02024
32 C -1.43160 0.52998 -3.69060
33 C -0.92299 0.16849 -2.44338
34 S 0.77285 0.46177 -2.11285
35 C -3.23601 0.70253 -5.31994
36 N -3.59089 1.01678 -6.36593
37 H -3.79083 -1.07527 -1.11159
38 H -0.77096 0.98803 -4.41366
39 N 1.85594 -2.44932 -1.33594
40 N 2.53225 -3.61566 -0.86967
41 C 2.69333 -3.72622 0.45455
42 N 3.60838 -4.54676 0.96298
43 N 1.83734 -2.94493 1.16006
44 N 2.05051 -2.77044 2.41588
45 O 2.90998 -3.34592 3.09685
46 O 2.44849 -0.24323 1.36213
47 H 0.86922 -2.50558 -1.06258
48 H 1.88967 -2.45775 -2.35231
49 H 3.34541 -3.83347 -1.43067
50 H 4.27738 -5.00782 0.37104
51 H 3.70257 -4.58210 1.97027

Largest force on an atom in eV/A: 1.1
Molecular weight in Da: 542.6
Kohn-Sham gap (alpha / beta) in hartree: 0.175 / 0.183
E_HOMO (alpha / beta) in eV: -7.12 / -7.34
Spin multiplicity: 4
Electronic energy in eV: -89629.270
Energy relative to the best compared isomer or geometry (same formula, charge and spin) in kJ/mol: 143.20

The Mulliken scheme yields these atomic charges, measured in e: -0.078, -0.499, -0.643, -0.322, 0.125, -0.075, -0.651, 0.715, -0.616, -0.111, -0.176, -0.521, -0.838, -0.014, 1.334, 0.405, 0.387, 0.375, 0.427, 0.377, 0.495, 0.406, 0.404, 0.228, -0.476, 0.919, -0.946, 0.516, -0.235, -0.538, 0.578, -0.968, 0.318, -0.496, -0.175, -0.526, 0.504, 0.512, -0.254, -0.339, 0.407, -0.322, -0.262, 1.031, -0.805, -0.816, 0.225, 0.299, 0.277, 0.190, 0.247

=====

# 4
The following is a quantum chemistry calculation of a molecular structure, C16H39F6NO12V at a distorted geometry, from the Open Molecules 2025 dataset.

CARTESIAN COORDINATES (ANGSTROEM)
1 O 1.64222 0.96892 0.14805
2 V 1.18316 0.04060 -1.11608
3 C -2.26833 0.17966 -1.01404
4 O -2.02971 -1.20059 -0.71581
5 O -0.96694 0.73668 -0.92418
6 C -3.00919 0.26191 -2.37915
7 F -3.47442 1.42873 -2.67295
8 F -2.30492 -0.19561 -3.46320
9 F -4.09155 -0.53060 -2.40009
10 C -2.93446 -1.89584 0.12647
11 C -2.35426 -3.37764 0.15640
12 H -1.28899 -3.42687 0.38196
13 H -2.92184 -4.02362 0.82621
14 H -2.49250 -3.84408 -0.81900
15 H -3.99760 -1.90484 -0.11387
16 H -2.83037 -1.49451 1.13453
17 H -2.97374 0.53163 -0.26130
18 C 2.62699 1.06425 -4.18214
19 O 1.89885 -0.12780 -4.74744
20 O 2.16789 1.24536 -2.85529
21 C 4.23406 0.88996 -4.45397
22 F 4.61558 0.99479 -5.74855
23 F 5.02103 1.81305 -3.82122
24 F 4.60329 -0.32905 -3.99483
25 C 1.77514 -0.08036 -6.15047
26 C 0.90110 -1.11286 -6.78894
27 H -0.01638 -1.31621 -6.23669
28 H 0.56096 -0.83801 -7.78737
29 H 1.35197 -2.10511 -6.80466
30 H 2.65575 -0.26415 -6.76596
31 H 1.39361 0.86124 -6.54535
32 H 2.45550 1.99313 -4.72607
33 C -1.63077 0.97560 2.57049
34 O -0.46015 1.73986 3.00780
35 C 0.66626 0.91768 3.31454
36 C 0.74442 0.58928 4.85929
37 N -0.02998 -0.60281 5.15000
38 C -1.21158 -0.29333 5.95270
39 C -1.66729 -1.59361 6.59603
40 O -0.54861 -2.11905 7.38563
41 C -0.55505 -3.53505 7.82923
42 H -2.16561 0.47939 3.38032
43 H -1.46249 0.24482 1.77945
44 H -2.25701 1.72687 2.08931
45 H 1.53387 1.40883 2.87395
46 H 0.56427 0.01454 2.71285
47 H 0.70161 1.43411 5.54670
48 H 1.73583 0.23064 5.13604
49 H 0.50637 -1.23718 5.72445
50 H -2.00759 0.17207 5.37144
51 H -1.06475 0.41546 6.76766
52 H -1.86908 -2.40496 5.89669
53 H -2.35794 -1.36524 7.40780
54 H 0.38443 -3.98550 7.50897
55 H -1.36195 -4.13298 7.40558
56 H -0.61597 -3.59094 8.91609
57 O 0.65122 -1.36344 0.59033
58 H -0.29946 -1.39221 0.69816
59 H 0.97863 -2.05847 1.16126
60 O 3.18824 -1.02978 -0.96769
61 H 3.42917 -0.95104 -0.04467
62 H 3.72813 -1.74871 -1.29616
63 O 0.75629 -1.35543 -2.70927
64 H 1.41954 -1.14944 -3.36797
65 H 0.47678 -2.24620 -2.92053
66 C 0.27643 4.51413 -2.98731
67 C 0.11066 4.19920 -1.48472
68 O 0.10741 5.38914 -0.70806
69 O -0.13050 3.37420 -3.70451
70 H 1.21484 5.03756 -3.17036
71 H -0.49382 5.19809 -3.34371
72 H 0.74539 3.39984 -1.10231
73 H -0.85027 3.70944 -1.32714
74 H -0.56912 5.33615 -0.02901
75 H 0.55727 2.70630 -3.75436

Largest force on an atom in eV/A: 4.7
Molecular weight in Da: 602.4
Kohn-Sham gap (alpha / beta) in hartree: 0.294 / 0.305
E_HOMO (alpha / beta) in eV: -8.98 / -8.98
Spin multiplicity: 2
Electronic energy in eV: -85272.973

The Mulliken scheme yields these atomic charges, measured in e: -0.247, 1.342, 0.028, -0.212, -0.468, 0.637, -0.268, -0.258, -0.320, -0.115, -1.193, 0.184, 0.405, 0.321, 0.431, 0.135, 0.239, 0.091, -0.323, -0.723, 0.499, -0.264, -0.265, -0.260, -0.251, -1.358, 0.282, 0.375, 0.338, 0.268, 0.322, 0.402, 0.031, -0.411, -0.042, -0.930, -0.167, -0.640, -0.500, -0.381, -0.735, 0.086, -0.200, 0.361, 0.433, -0.046, 0.392, 0.448, 0.282, 0.303, 0.312, 0.415, 0.306, 0.250, 0.329, 0.241, -0.396, 0.066, 0.153, -0.345, 0.233, 0.238, -0.300, 0.368, 0.212, -0.520, 0.259, -0.590, -0.503, 0.286, 0.279, 0.075, 0.027, 0.336, 0.211